Entry 1:
{"formula": "C2H2N2O", "method": "ωB97M-V/def2-TZVPD", "species": ["O", "N", "N", "C", "C", "H", "H"], "coordinates": [[-1.141, -0.859, 3.182], [-0.886, 1.510, 2.864], [-0.907, 3.586, 1.629], [-0.948, 0.307, 3.052], [-0.728, 2.598, 2.218], [-0.630, 0.408, 0.213], [-0.669, 0.673, -0.391]], "forces_ev_per_angstrom": [[0.809, 3.064, 0.111], [0.218, -4.218, 2.132], [0.863, -0.809, 0.587], [-0.810, -0.576, -1.010], [-1.083, 2.562, -1.791], [0.240, -1.602, 3.497], [-0.237, 1.579, -3.526]], "lumo_energy_ev": 0.39, "spin_multiplicity": 1, "smiles": "N#CN=C=O.[H][H]", "de_lowest_kcal_mol": 47.8}

Entry 2:
{"formula": "C25H35Cl10N3", "method": "ωB97M-V/def2-TZVPD", "species": ["Cl", "Cl", "Cl", "Cl", "Cl", "Cl", "Cl", "Cl", "Cl", "Cl", "N", "N", "N", "C", "C", "C", "C", "C", "C", "C", "C", "C", "C", "C", "C", "C", "C", "C", "C", "C", "C", "C", "C", "C", "C", "C", "C", "C", "H", "H", "H", "H", "H", "H", "H", "H", "H", "H", "H", "H", "H", "H", "H", "H", "H", "H", "H", "H", "H", "H", "H", "H", "H", "H", "H", "H", "H", "H", "H", "H", "H", "H", "H"], "coordinates": [[0.291, 3.302, -4.772], [1.204, -0.964, -1.507], [-1.423, 0.256, -4.518], [4.528, 0.661, -3.657], [4.809, -0.967, -0.760], [-0.344, -2.030, 4.622], [1.778, 4.274, -1.523], [-1.559, -1.683, 0.727], [3.422, -0.593, 3.137], [0.049, 7.053, -1.321], [-0.738, -5.936, -4.174], [-6.707, -1.109, 2.887], [0.480, 1.928, 1.849], [1.381, -1.967, 4.133], [0.720, -4.560, -2.868], [-1.748, -5.582, -3.380], [-5.572, -1.727, 2.577], [0.055, 4.327, -0.942], [4.701, -1.742, -2.351], [-4.311, -0.398, 4.090], [0.470, -5.413, -3.919], [-1.575, -4.694, -2.311], [-0.132, 3.655, 3.390], [0.227, 0.042, -0.431], [-0.337, -4.170, -2.054], [5.332, -0.926, -3.462], [2.089, 3.545, 2.502], [1.761, -0.527, 3.781], [1.710, 2.452, 1.748], [-4.332, -1.370, 3.102], [-0.419, 2.539, 2.617], [1.156, 4.161, 3.322], [-0.669, 5.442, -1.681], [-0.138, -0.637, 0.868], [0.280, 0.576, -4.922], [-6.690, -0.225, 3.876], [0.830, 1.756, -4.127], [-5.503, 0.162, 4.500], [-1.703, 5.469, -1.339], [1.981, -2.372, 4.940], [5.254, -1.426, -4.423], [-0.398, 0.174, 1.555], [-0.841, 4.186, 4.010], [-1.388, 2.051, 2.625], [1.919, 1.758, -4.108], [5.195, -2.715, -2.350], [-2.473, -4.465, -1.748], [-0.687, 0.274, -0.979], [-0.623, 5.284, -2.754], [-7.620, 0.214, 4.213], [1.758, 0.069, 4.688], [1.111, -0.132, 3.010], [-0.050, 4.526, 0.119], [2.390, 1.931, 1.087], [0.639, -1.200, 1.378], [-0.177, -3.507, -1.215], [1.446, 4.968, 3.982], [3.648, -1.934, -2.553], [1.713, -4.230, -2.588], [-5.582, -2.543, 1.863], [-3.357, -0.050, 4.469], [1.468, -2.582, 3.242], [0.397, 0.827, -5.971], [0.846, -0.304, -4.630], [-5.521, 0.987, 5.203], [6.383, -0.790, -3.210], [-3.378, -1.797, 2.825], [0.737, 0.989, -0.261], [-2.715, -5.972, -3.666], [-0.357, 3.375, -1.262], [3.102, 3.924, 2.450], [0.513, 1.783, -3.085], [1.296, -5.685, -4.565]], "forces_ev_per_angstrom": [[-0.220, 0.588, -0.451], [0.271, -0.238, -0.293], [-0.034, 0.053, -0.155], [0.193, -0.068, 0.005], [0.182, -0.129, -0.041], [0.077, 0.082, 0.063], [-0.445, -0.124, 0.667], [-0.179, -0.439, -0.250], [0.115, 0.221, -0.091], [-0.228, -0.321, -0.034], [0.207, 0.139, -0.192], [-0.546, -0.720, 0.280], [0.438, 1.034, -0.095], [-0.313, 0.416, -0.516], [-0.080, 0.314, 0.722], [1.018, 0.502, -0.183], [0.915, 0.148, -0.167], [0.222, 0.711, -1.079], [-0.373, -0.313, -0.672], [0.136, 0.192, -0.351], [-0.151, -0.213, 0.072], [-1.340, -0.573, -0.489], [0.206, 0.370, -0.240], [-0.441, 0.096, -0.027], [0.257, -0.148, 0.230], [0.000, 0.065, 0.483], [0.392, 0.392, -0.067], [0.020, -0.957, 0.548], [-0.635, -0.209, 0.486], [-0.150, 0.175, 0.702], [0.020, -0.231, 0.157], [0.163, -0.380, 0.283], [0.165, -0.051, 0.111], [-0.255, 0.652, 0.518], [0.555, 0.684, 0.791], [0.923, 0.156, 0.120], [0.010, -0.284, 0.578], [-0.345, 0.512, -0.087], [-0.013, 0.056, -0.093], [0.036, 0.016, 0.023], [-0.056, -0.171, 0.054], [-0.174, -0.485, -0.344], [-0.289, -0.367, -0.027], [-0.168, 0.185, 0.153], [-0.021, -0.086, -0.270], [0.127, 0.085, 0.362], [0.268, 0.245, 0.232], [-0.023, -0.059, 0.035], [-0.022, 0.106, -0.003], [-0.163, -0.013, -0.304], [-0.014, 0.290, -0.155], [0.067, 0.178, 0.235], [0.551, -0.403, 0.190], [0.163, 0.064, -0.027], [0.257, -0.146, -0.560], [-0.020, 0.049, -0.035], [0.017, 0.163, -0.211], [-0.029, 0.172, 0.049], [0.086, 0.029, -0.424], [-0.410, 0.151, -0.223], [-0.071, -0.045, 0.197], [0.071, -0.166, 0.082], [-0.221, -0.386, -0.147], [-0.022, -0.125, -0.211], [-0.019, -0.222, 0.212], [-0.034, 0.371, -0.195], [-0.262, -0.333, -0.326], [0.182, -0.343, 0.099], [-0.131, -0.100, 0.248], [-0.206, -0.068, 0.323], [-0.020, -0.041, -0.058], [-0.053, -0.453, -0.043], [-0.131, -0.249, -0.177]], "lumo_energy_ev": 0.30, "spin_multiplicity": 1, "smiles": "c1ccncc1.c1ccncc1.c1ccncc1.ClCCCl.ClCCCl.ClCCCl.ClCCCl.ClCCCl", "de_lowest_kcal_mol": 0.0}